Here is 2 unconnected molecules or ions with the total composition C5H6BF2O7S from OMol25. Energies are from the ωB97M-V functional and the def2-TZVPD basis.

Each line ends with the Mulliken charge.
CARTESIAN COORDINATES (ANGSTROEM)
C  2.41  -1.54  0.37  -0.96
C  1.04  -1.72  -0.58  0.19
O  1.09  -0.57  -1.52  -0.45
O  -0.09  -1.69  0.36  -0.20
C  -1.31  -2.29  -0.21  0.52
O  -1.38  -3.17  -1.21  -0.52
S  -2.95  -1.78  0.62  -0.23
H  2.36  -2.47  1.12  0.29
H  2.39  -0.53  0.97  0.25
H  3.33  -1.67  -0.35  0.30
H  1.19  -2.74  -1.14  0.30
H  0.77  -0.84  -2.44  0.30
H  -3.40  -0.67  -0.12  0.18
B  -0.19  2.75  1.51  0.66
O  0.53  2.75  0.24  -0.44
C  -0.31  2.29  -0.70  0.68
O  -0.02  2.17  -1.88  -0.66
C  -1.57  1.97  -0.10  0.66
O  -2.55  1.53  -0.68  -0.66
O  -1.53  2.24  1.22  -0.44
F  -0.28  4.10  2.04  -0.38
F  0.48  1.88  2.47  -0.39

Computed properties:
**LUMO**: 2.5858 eV
**HOMO energy**: -6.897 eV
**Total charge**: -1
**Max |F|**: 8.36 eV/Å
**Kohn-Sham gap**: 9.5 eV